Record 1
113
Properties=species:S:1:pos:R:3:mulliken_charge:R:1 method="wB97M-V/def2-TZVPD" relative_energy_kj_mol=132.8 e_tot_ev=-340883.34678 charge=+1 spin_multiplicity=1 orbital_gap_ev=6.80
Sc -1.8151 1.7744 1.0826 -0.2359
Cl -3.7942 8.4883 4.1790 -0.2035
C -3.0308 7.0815 3.4662 -0.0131
C -1.6720 6.7699 3.6073 -0.5550
C -1.0773 5.6242 3.0489 -0.3075
C -1.8067 4.7390 2.2613 0.1420
O -1.2885 3.6667 1.7134 0.7253
C -3.2261 5.0543 2.1139 0.5593
C -4.0796 4.1414 1.4550 -0.4189
O -3.7132 3.0241 0.9877 -0.5060
C -3.8054 6.2039 2.6815 -0.8321
H -1.0310 7.4843 4.1168 0.4116
H -0.0148 5.4717 3.2311 0.5837
H -5.1371 4.3816 1.2034 0.3403
H -4.8945 6.3410 2.6829 0.3476
F 2.6115 -0.1826 7.7767 -0.2752
C 2.0865 -0.0962 6.5585 0.5396
C 2.4420 -0.9063 5.4999 0.3021
F 3.2952 -1.8884 5.6653 -0.2930
C 2.0559 -0.5373 4.2196 0.2087
F 2.4428 -1.3910 3.2151 -0.4336
C 1.2002 0.5190 3.9381 -0.0937
P 0.5991 1.0035 2.2869 -0.1348
C -0.2940 -1.6325 2.0321 0.5923
C -0.8265 -1.6447 3.3317 -0.7829
C -1.1190 -2.8763 3.9339 -1.0264
C -1.0595 -4.0244 3.1794 -1.3922
C -0.7894 -3.9528 1.8056 -0.4629
C -0.3129 -2.7841 1.2469 -0.1085
C 2.1002 1.7297 1.4363 0.6127
C 1.9813 2.9981 0.8547 -0.4118
C 3.1081 3.6257 0.3273 -0.8016
C 4.3302 2.9689 0.3586 -0.4427
C 4.4770 1.7237 0.8931 -0.9467
C 3.3645 1.1080 1.4265 0.2651
C 0.8154 1.3149 5.0266 -0.2169
Br -0.2749 2.8652 4.9186 -0.0631
C 1.2594 1.0122 6.2867 0.4275
F 0.9056 1.7197 7.3423 -0.3166
H -0.8745 -0.6987 3.8991 0.4155
H -1.3310 -2.9357 4.9837 0.6750
H -1.2253 -4.9936 3.6162 0.4281
H -0.6323 -4.9204 1.2901 0.4261
H -0.0185 -3.7552 -0.4775 -0.2669
H 1.1321 3.6262 0.8889 0.3997
H 3.0437 4.5952 -0.1723 0.4599
H 5.1814 3.5513 -0.0970 0.3144
H 5.4632 1.2563 0.8196 0.4091
H 3.4234 0.0893 1.8757 0.3292
Se -0.2385 -4.7464 -2.6704 -0.4139
P 0.7767 -2.8462 -2.5109 -0.1031
C 2.4529 -3.1414 -1.9226 0.0409
C 3.0558 -4.3612 -2.2665 -0.4290
C 4.2322 -4.7209 -1.7011 -0.7678
C 4.8990 -3.8851 -0.8328 -0.5687
C 4.3708 -2.6486 -0.5130 -1.0584
C 3.0917 -2.3133 -1.0227 0.8993
C 0.9773 -2.1064 -4.1997 1.3836
C -0.0553 -2.0929 -5.1654 -0.6932
C 0.2710 -1.7570 -6.4534 -0.5594
C 1.5682 -1.4981 -6.8353 -0.7898
C 2.5644 -1.5551 -5.9117 -0.6022
C 2.3225 -1.9075 -4.5984 -0.5335
C 0.0398 -1.8474 -1.0320 -0.5534
C -0.3998 -0.5095 -0.8913 0.1216
N -0.6227 0.1249 0.3349 0.1494
N 0.2041 -0.4472 1.4602 1.4752
N 0.0695 -2.8057 -0.0617 0.9171
P -0.7501 0.6872 -2.2318 0.7678
Se -1.4400 2.6060 -1.4572 -0.4085
C 0.7585 1.0615 -3.2298 0.6097
C 0.6278 1.5286 -4.5334 -0.7879
C 1.7738 1.8843 -5.1960 -0.5397
C 3.0656 1.6994 -4.6494 -1.0977
C 3.1193 1.3277 -3.3113 -0.6524
C 1.9651 1.0212 -2.6005 0.8925
C -2.1545 0.0554 -3.1712 1.0289
C -2.9229 0.8586 -4.0099 -0.4398
C -4.0590 0.3668 -4.7079 -1.0297
C -4.4546 -0.9501 -4.5085 -0.4979
C -3.7434 -1.7217 -3.6127 -0.8981
C -2.6706 -1.2082 -2.9262 -0.2038
H 2.6153 -5.0538 -2.9931 0.4208
H 4.6538 -5.7232 -1.9382 0.3713
H 5.8217 -4.2396 -0.4716 0.4757
H 4.9336 -1.9531 0.1332 0.4313
H 2.7140 -1.3509 -0.6944 0.1687
H -1.0410 -2.3252 -4.8942 0.6500
H -0.5811 -1.6765 -7.1812 0.3474
H 1.7838 -1.2553 -7.8610 0.4370
H 3.5411 -1.2825 -6.1828 0.5021
H 3.1614 -1.8880 -3.8674 0.2976
H -0.3730 1.6570 -4.9195 0.2743
H 1.7019 2.2741 -6.2173 0.4060
H 3.9176 1.8071 -5.2622 0.5269
H 4.0528 1.3643 -2.7136 0.4292
H 1.9928 0.7610 -1.5538 -0.1658
H -2.5868 1.8853 -4.1800 0.4389
H -4.6604 1.0365 -5.2864 0.4691
H -5.2591 -1.4134 -5.0829 0.4116
H -4.0112 -2.7500 -3.4711 0.4893
H -2.1848 -1.9073 -2.2638 0.2764
C -4.7151 -1.5457 4.5769 -0.8949
N -4.1207 -1.4746 3.2415 0.1859
C -4.1457 -2.6245 2.2885 -0.8806
C -3.7102 -0.3724 2.7127 0.4313
N -3.2699 0.5610 2.1942 -0.4159
H -5.7177 -2.0053 4.4478 0.3095
H -4.8833 -0.5654 4.9801 0.3761
H -4.0487 -2.1328 5.1450 0.2890
H -5.1559 -3.0447 2.3020 0.3804
H -3.4418 -3.3697 2.6353 0.2464
H -3.8526 -2.2771 1.2990 0.2833


Record 2
106
Properties=species:S:1:pos:R:3:mulliken_charge:R:1 method="wB97M-V/def2-TZVPD" e_tot_ev=-90005.72062 spin_multiplicity=1 orbital_gap_ev=8.54
C -5.3402 -0.3782 -4.3270 -1.8600
C -3.8265 -0.5313 -4.1749 0.6216
C -3.2029 0.6522 -3.4380 -1.3516
C -1.8479 0.3443 -2.8597 0.5668
C -0.6804 0.3102 -3.8237 -0.7934
O 0.3463 -0.3716 -3.0719 -0.4852
S -0.4292 -1.6758 -2.5497 1.2383
O -0.6420 -2.5556 -3.6442 -0.5245
O 0.2195 -2.1946 -1.4027 -0.6191
O -1.7450 -0.9071 -2.1379 -0.3029
O -3.1836 -0.8592 -5.3953 -0.0333
C -3.2042 0.1549 -6.3735 -0.7896
C -2.7555 -0.4568 -7.6717 0.2218
C -1.5110 -0.1928 -8.2272 -0.2195
C -1.1359 -0.8076 -9.4190 -0.7387
C -2.0027 -1.6849 -10.0634 -0.4185
C -3.2571 -1.9480 -9.5242 -0.7182
C -3.6248 -1.3239 -8.3361 -0.1091
H -5.6099 0.6352 -4.6126 0.4064
H -5.6364 -1.0303 -5.1459 0.4003
H -5.8629 -0.7107 -3.4392 0.4686
H -3.6734 -1.3967 -3.5360 0.1551
H -3.8592 0.8629 -2.5955 0.5967
H -3.1584 1.5655 -4.0250 0.3702
H -1.5839 1.0933 -2.1110 0.2494
H -0.8824 -0.3297 -4.6846 0.4627
H -0.3953 1.2771 -4.2125 0.4442
H -4.2036 0.5657 -6.5304 0.4749
H -2.5293 0.9841 -6.1391 0.3644
H -0.8408 0.4934 -7.7311 0.3626
H -0.1741 -0.6019 -9.8597 0.3890
H -1.7102 -2.1438 -10.9945 0.3849
H -3.9608 -2.6037 -10.0091 0.4087
H -4.6074 -1.5276 -7.9336 0.3602
C -0.5089 -1.6845 1.3953 -0.4398
C 0.0911 -2.1459 2.5608 -0.6967
C 0.6085 -1.2459 3.4801 -0.6382
C 0.5361 0.1188 3.2317 0.4681
C -0.0501 0.5797 2.0486 0.0192
C -0.5782 -0.3260 1.1426 -0.4435
C -0.1030 2.0331 1.7322 0.4805
O -0.6165 2.4338 0.7059 -0.6960
C 0.4992 2.9845 2.7076 0.1241
C 0.5124 4.3425 2.4143 -0.5013
C 1.0587 5.2406 3.3157 -0.6689
C 1.5865 4.7883 4.5206 -0.4629
C 1.5770 3.4347 4.8151 -0.6493
C 1.0446 2.5281 3.9091 0.2234
C 1.0804 1.0731 4.2342 0.6771
O 1.5471 0.6834 5.2857 -0.6831
H -0.9197 -2.3816 0.6843 0.5183
H 0.1559 -3.2089 2.7517 0.3935
H 1.0727 -1.5980 4.3908 0.4825
H -1.0400 0.0350 0.2350 0.5984
H 0.0978 4.6897 1.4782 0.4628
H 1.0736 6.2969 3.0823 0.4158
H 2.0094 5.4933 5.2260 0.4659
H 1.9881 3.0779 5.7496 0.6101
C -2.4587 -5.9068 -5.3024 -0.6925
C -3.1513 -4.7644 -4.9177 -0.2102
C -3.7949 -4.7221 -3.6937 -0.7096
C -3.7592 -5.8241 -2.8508 0.1888
C -3.0823 -6.9805 -3.2463 0.2241
C -2.4258 -7.0132 -4.4702 -0.6359
C -3.0654 -8.1907 -2.3789 0.6047
O -2.4744 -9.1952 -2.7158 -0.6661
C -3.8028 -8.1363 -1.0837 0.1467
C -3.8456 -9.2689 -0.2810 -0.5633
C -4.5144 -9.2329 0.9304 -0.4592
C -5.1375 -8.0622 1.3500 -0.4895
C -5.1020 -6.9316 0.5520 -0.5260
C -4.4425 -6.9661 -0.6700 0.1722
C -4.4411 -5.7487 -1.5297 0.4735
O -4.9843 -4.7265 -1.1631 -0.6785
H -1.9463 -5.9331 -6.2548 0.4355
H -3.1834 -3.9015 -5.5707 0.5471
H -4.3286 -3.8333 -3.3866 0.6212
H -1.8927 -7.9062 -4.7653 0.4752
H -3.3563 -10.1749 -0.6106 0.4739
H -4.5503 -10.1177 1.5522 0.3997
H -5.6542 -8.0346 2.3003 0.3982
H -5.5875 -6.0197 0.8705 0.4779
C 6.9469 9.8739 7.3177 -0.4975
C 8.2720 9.5554 7.5956 -0.4642
C 8.6984 8.2397 7.5353 -0.5502
C 7.7991 7.2338 7.2067 0.1571
C 6.4638 7.5514 6.9476 0.1342
C 6.0446 8.8749 6.9951 -0.4780
C 5.4713 6.4854 6.6352 0.4520
O 4.3111 6.7603 6.4029 -0.6695
C 5.9412 5.0728 6.6223 0.0621
C 5.0227 4.0606 6.3859 -0.2907
C 5.4357 2.7399 6.3538 -0.3464
C 6.7767 2.4270 6.5528 -0.5976
C 7.6984 3.4324 6.7949 -0.6324
C 7.2840 4.7576 6.8384 0.3328
C 8.2815 5.8248 7.1298 0.5804
O 9.4516 5.5571 7.3036 -0.6586
H 6.6181 10.9039 7.3577 0.3995
H 8.9728 10.3368 7.8579 0.3996
H 9.7283 7.9865 7.7450 0.4718
H 5.0123 9.1155 6.7828 0.4681
H 3.9834 4.3098 6.2290 0.2803
H 4.7145 1.9530 6.1723 0.5185
H 7.1012 1.3954 6.5219 0.4010
H 8.7407 3.1942 6.9541 0.4766


Record 3
109
Properties=species:S:1:pos:R:3:mulliken_spin:R:1 method="wB97M-V/def2-TZVPD" e_tot_ev=-115026.21872 spin_multiplicity=5 orbital_gap_ev="5.49 / 5.48"
Cr -3.6952 0.2684 0.3967 4.1065
C 0.4209 0.3450 1.3648 -0.0018
C 1.5334 0.3770 0.5154 -0.0088
C 1.3244 0.4915 -0.9803 -0.0013
O 2.2815 0.4807 -1.7514 0.0065
C 0.0285 0.5741 -1.5268 0.0209
C -1.0715 0.5428 -0.7095 -0.0722
C -0.8715 0.4443 0.8524 0.0320
O -1.9589 0.5162 1.5329 -0.0604
O -2.3109 0.5971 -1.0750 -0.0441
O 2.6604 0.4002 1.0067 0.0029
H 0.6231 0.3652 2.4249 0.0073
H -0.0936 0.6153 -2.5999 0.0044
F -2.5129 6.7436 -3.7382 0.0000
C -2.0682 5.4999 -3.9795 0.0002
C -2.8511 4.4283 -3.5342 -0.0003
C -2.5316 3.1445 -3.8991 0.0008
C -1.3376 2.9172 -4.6163 -0.0008
C -0.6909 3.9670 -5.2070 0.0002
C -0.9913 5.2828 -4.8024 0.0000
H -3.7378 4.6004 -2.9387 0.0000
H -3.0730 2.2558 -3.6040 0.0002
H -0.9952 1.9034 -4.7837 -0.0001
H 0.2486 3.7406 -5.6970 0.0000
H -0.5630 6.1584 -5.2753 0.0000
F 4.3222 1.6353 7.2351 0.0000
C 3.9208 2.3702 6.1796 0.0001
C 4.1354 3.7203 6.1551 0.0000
C 3.7500 4.4526 5.0271 0.0000
C 3.1663 3.7771 3.9504 0.0000
C 2.9123 2.4086 3.9914 -0.0002
C 3.3576 1.7235 5.1133 0.0000
H 4.6982 4.2524 6.9125 0.0000
H 4.0063 5.4904 4.8761 0.0000
H 2.9737 4.4285 3.1057 0.0000
H 2.5535 1.8807 3.1174 -0.0001
H 3.1985 0.6558 5.2245 0.0000
F 4.2094 -1.5730 -3.0058 0.0000
C 3.7587 -2.1027 -4.1483 0.0001
C 4.3338 -3.2216 -4.7044 0.0000
C 3.8304 -3.6909 -5.9174 0.0000
C 2.7091 -3.0835 -6.4836 -0.0001
C 2.1611 -1.9312 -5.9209 0.0001
C 2.6386 -1.4743 -4.7055 0.0000
H 5.1437 -3.7078 -4.1768 0.0000
H 4.2088 -4.5998 -6.3634 0.0000
H 2.4122 -3.4918 -7.4418 0.0000
H 1.3286 -1.4346 -6.4029 0.0000
H 2.1363 -0.6746 -4.1772 -0.0002
F 0.1713 -1.0775 7.7839 0.0000
C -0.6895 -0.4484 6.9643 0.0000
C -0.2886 -0.2468 5.6387 0.0003
C -1.1602 0.3069 4.7181 -0.0004
C -2.3729 0.7933 5.2170 0.0007
C -2.7558 0.6654 6.5376 -0.0003
C -1.8863 0.0469 7.4301 0.0001
H 0.6666 -0.6097 5.2849 0.0001
H -0.8835 0.4358 3.6886 -0.0017
H -3.0701 1.4041 4.6487 0.0009
H -3.6960 1.0944 6.8526 0.0000
H -2.0377 -0.0035 8.5025 0.0000
F -3.5410 -1.2709 -7.5877 0.0000
C -2.9617 -1.3688 -6.3859 -0.0001
C -3.4239 -0.5989 -5.3219 -0.0006
C -2.7167 -0.7129 -4.1469 -0.0036
C -1.6796 -1.6128 -3.9535 0.0016
C -1.2643 -2.4001 -5.0223 0.0002
C -1.9246 -2.2867 -6.2404 0.0000
H -4.2528 0.0660 -5.5193 0.0000
H -3.0244 -0.0900 -3.3142 0.0042
H -1.2897 -1.6686 -2.9450 0.0011
H -0.4049 -3.0502 -4.9321 0.0000
H -1.5542 -2.9440 -7.0156 0.0000
F 2.8870 -2.2787 -0.1580 -0.0001
C 2.2474 -3.3538 -0.6521 -0.0003
C 1.4090 -3.1752 -1.7462 -0.0007
C 0.8045 -4.3191 -2.2518 -0.0002
C 1.1389 -5.5891 -1.7937 0.0000
C 1.9434 -5.7167 -0.6535 0.0000
C 2.4911 -4.5813 -0.0628 0.0001
H 1.2786 -2.1958 -2.1849 0.0005
H 0.2474 -4.2389 -3.1786 0.0000
H 0.8108 -6.4483 -2.3604 0.0000
H 2.1720 -6.6882 -0.2371 0.0000
H 3.2097 -4.4983 0.7431 0.0000
F -3.9292 2.4232 0.2688 -0.0143
C -3.5578 3.7454 0.4500 0.0035
C -2.4472 4.0600 1.1976 0.0004
C -2.0254 5.3903 1.2506 -0.0003
C -2.7421 6.3434 0.5193 0.0001
C -3.8853 6.0213 -0.1824 0.0009
C -4.2774 4.6902 -0.2451 0.0075
H -1.9092 3.2220 1.6286 0.0085
H -1.0454 5.5769 1.6638 0.0000
H -2.3149 7.3346 0.4342 0.0001
H -4.3544 6.7707 -0.8040 0.0001
H -5.1636 4.3794 -0.7857 -0.0004
F 1.9286 -5.9836 2.9423 0.0000
C 1.2050 -5.2075 3.7723 0.0000
C 0.3730 -5.8293 4.6849 0.0000
C -0.3566 -5.0108 5.5605 0.0000
C -0.6225 -3.6800 5.2252 0.0000
C 0.1553 -3.1187 4.2155 0.0003
C 1.1219 -3.8407 3.5311 -0.0003
H 0.3977 -6.8884 4.9009 0.0000
H -0.9070 -5.4101 6.4033 0.0000
H -1.3976 -3.1443 5.7530 0.0000
H -0.0385 -2.1160 3.8650 0.0001
H 1.5611 -3.5361 2.5881 0.0001


Record 4
119
Properties=species:S:1:pos:R:3:mulliken_charge:R:1 method="wB97M-V/def2-TZVPD" relative_energy_kj_mol=0.0 e_tot_ev=-131217.58456 charge=+1 spin_multiplicity=1 orbital_gap_ev=7.18
Pb 0.3740 0.0872 1.1882 2.3273
C -0.7349 -0.8066 4.4643 -1.6332
N -1.1922 -0.1088 3.2522 0.8875
C -2.5222 -0.5628 2.8282 -0.9817
C -2.5057 -1.9461 2.2265 -1.2662
N -1.7384 -1.9504 0.9814 1.6885
C -1.0124 -3.1052 0.6073 -0.9910
C -1.2398 -4.4055 1.0521 0.7983
F -2.2772 -4.6996 1.8497 -0.4106
C -0.4494 -5.4754 0.6680 0.4813
F -0.7284 -6.6901 1.1242 -0.3300
C 0.5958 -5.2926 -0.2111 0.2813
F 1.3667 -6.3064 -0.5749 -0.4086
C 0.8270 -4.0247 -0.7035 0.0090
F 1.8386 -3.8075 -1.5461 -0.4512
C 0.0390 -2.9717 -0.2934 -0.0724
F 0.3554 -1.7465 -0.7634 0.6749
C -1.2123 1.3398 3.5260 -0.6691
C 0.1724 1.9144 3.7943 -1.2340
N 1.1549 1.4526 2.8142 0.6636
C 2.4693 1.8517 2.9426 -0.3391
C 3.0265 2.6885 3.9163 0.4434
F 2.2634 3.2314 4.8835 -0.3433
C 4.3717 3.0182 3.9454 0.0464
F 4.8201 3.8131 4.9124 -0.2932
C 5.2492 2.5440 2.9944 0.5514
F 6.5389 2.8731 3.0198 -0.3155
C 4.7473 1.7182 2.0104 -0.1710
F 5.5511 1.2193 1.0720 -0.3396
C 3.4093 1.4040 2.0076 -0.2714
F 2.9586 0.5970 1.0040 0.2485
H -1.3097 -0.4715 5.3375 0.2687
H 0.3196 -0.5943 4.6436 0.3703
H -0.8635 -1.8813 4.3685 0.5367
H -2.9132 0.1642 2.1098 0.0131
H -3.2141 -0.5797 3.6819 0.4881
H -3.5416 -2.2718 2.0934 0.3236
H -2.0505 -2.6378 2.9259 0.6469
H -1.8462 1.5480 4.3990 0.4378
H -1.6616 1.8339 2.6617 -0.3691
H 0.4757 1.6614 4.8139 0.6438
H 0.0584 3.0035 3.7628 0.6174
N 0.0405 2.7769 -1.4883 0.2395
P -0.9784 2.7918 -0.0733 0.1157
C -1.4243 4.5620 -0.0093 -0.1206
C -1.5278 5.1858 1.2277 0.0287
C -2.0010 6.4909 1.3197 -0.6096
C -2.3655 7.1729 0.1711 -0.5459
C -2.2481 6.5589 -1.0748 -0.6836
C -1.7849 5.2567 -1.1675 -0.5564
C -2.5560 2.1035 -0.7221 0.9063
C -3.6456 2.1179 0.1534 -1.0303
C -4.8700 1.5917 -0.2303 -0.7701
C -5.0195 1.0335 -1.4964 -0.6203
C -3.9479 1.0298 -2.3777 -0.3471
C -2.7189 1.5641 -1.9949 -0.3597
P 0.8094 1.2876 -1.8975 0.4088
C 0.4631 1.1371 -3.6873 0.3345
C 0.4586 2.2462 -4.5318 -0.8017
C 0.2199 2.0861 -5.8878 -0.7329
C -0.0093 0.8160 -6.4128 -0.5429
C -0.0030 -0.2905 -5.5788 -0.6755
C 0.2305 -0.1275 -4.2163 0.2808
C 2.5912 1.6997 -1.9485 0.8860
C 3.1420 2.9033 -1.5223 -0.6547
C 4.5182 3.1106 -1.5864 -0.7594
C 5.3521 2.1126 -2.0621 -0.7063
C 4.8113 0.9019 -2.4831 -0.6116
C 3.4419 0.6970 -2.4253 -0.8195
H 0.6316 3.5978 -1.5372 0.3576
H -1.2352 4.6536 2.1282 0.2266
H -2.0822 6.9707 2.2875 0.4362
H -2.7460 8.1846 0.2416 0.3759
H -2.5339 7.0945 -1.9719 0.4170
H -1.7180 4.7708 -2.1348 0.3759
H -3.5433 2.5680 1.1381 0.4001
H -5.7107 1.6234 0.4534 0.4673
H -5.9716 0.6113 -1.7954 0.4219
H -4.0642 0.6118 -3.3716 0.4801
H -1.8979 1.5641 -2.7013 0.4044
H 0.6457 3.2384 -4.1347 0.3540
H 0.2197 2.9500 -6.5412 0.4281
H -0.1891 0.6936 -7.4740 0.3918
H -0.1792 -1.2795 -5.9849 0.4801
H 0.2384 -0.9959 -3.5599 -0.0157
H 2.5217 3.6981 -1.1227 0.2842
H 4.9346 4.0562 -1.2605 0.4549
H 6.4235 2.2717 -2.0957 0.4059
H 5.4604 0.1214 -2.8615 0.4594
H 3.0216 -0.2445 -2.7709 0.4667
Cl -5.1511 -4.8063 -4.1161 -0.2079
C -4.3574 -3.7721 -2.9738 0.2201
C -3.1606 -3.1677 -3.3153 -1.2026
C -2.5318 -2.3399 -2.3936 1.0082
C -3.0866 -2.1092 -1.1402 0.0395
C -2.3832 -1.2162 -0.1472 0.1229
C -4.3013 -2.7166 -0.8275 -0.2831
C -4.9367 -3.5516 -1.7337 -1.1936
H -2.7289 -3.3400 -4.2926 0.5146
H -1.6003 -1.8511 -2.6663 0.2049
H -3.1027 -0.5200 0.2937 0.5983
H -1.6375 -0.6148 -0.6691 -0.9883
H -4.7742 -2.5275 0.1309 0.3998
H -5.8797 -4.0233 -1.4876 0.4644
N 4.5207 -6.3684 0.8646 -0.2837
C 3.6529 -5.9521 1.8158 0.2797
O 3.2944 -6.6469 2.7424 -0.6250
C 3.1128 -4.5412 1.6818 1.0661
C 2.2337 -4.1140 2.6657 -0.8445
C 1.6734 -2.8572 2.5571 -0.6102
N 1.9358 -2.0310 1.5358 0.2981
C 2.8125 -2.4297 0.6138 -1.2213
C 3.4239 -3.6686 0.6517 -0.7651
H 4.8757 -7.3068 0.9374 0.2512
H 4.7953 -5.8113 0.0793 0.1369
H 2.0005 -4.7734 3.4910 0.5991
H 0.9791 -2.4937 3.3094 0.2470
H 3.0309 -1.7280 -0.1866 0.6337
H 4.1161 -3.9248 -0.1395 0.2589